No. 1
Formula: C3H9N4
Source: OMol25
Level of theory: ωB97M-V/def2-TZVPD

Structure (SMILES): [H]/N=C\C[C@@H](N)N=[NH2+]
LUMO level (spin up / spin down), eV: -6.177 / -6.176
HOMO (spin up / spin down), Eh: -0.484 / -0.484
Net charge: +1
Gap between HOMO and LUMO (spin up / spin down), eV: 7.00 / 7.00

Each line ends with the Löwdin charge.
CARTESIAN COORDINATES (ANGSTROEM)
1 C -0.13 -0.56 -1.70  -0.22
2 C 0.29 0.76 -0.92  -0.06
3 C -0.23 0.55 0.48  -0.48
4 N -0.67 -1.55 -1.26  0.14
5 N 0.36 -0.39 1.30  0.13
6 N -1.57 0.26 0.39  0.06
7 N 1.54 -0.40 1.70  0.23
8 H 0.10 -0.45 -2.71  0.09
9 H 1.36 0.89 -1.29  0.15
10 H -0.12 1.66 -1.31  0.11
11 H 0.01 1.36 1.27  0.22
12 H -2.00 0.52 -0.43  0.09
13 H -2.13 -0.01 1.23  0.16
14 H 2.22 0.10 1.20  0.14
15 H -0.95 -1.64 -0.25  0.08
16 H 1.90 -1.09 2.30  0.15

=====

No. 2
Formula: C3H9N4
Source: OMol25
Level of theory: ωB97M-V/def2-TZVPD

Structure (SMILES): [H]/N=N/[C@H](C=[NH2+])NC
LUMO level, eV: -5.444
HOMO, Eh: -0.516
Net charge: +1
Gap between HOMO and LUMO, eV: 8.60

Each line ends with the Löwdin charge.
CARTESIAN COORDINATES (ANGSTROEM)
1 C -0.24 0.00 1.54  -0.02
2 C 0.54 -1.41 -1.54  -0.14
3 C -0.80 0.18 0.21  -0.27
4 N 0.41 0.98 2.08  0.22
5 N -1.11 2.38 0.70  0.11
6 N -1.31 1.46 -0.10  0.03
7 N 0.25 -0.07 -1.12  -0.02
8 H -0.37 -0.94 2.08  0.15
9 H -0.29 -2.08 -1.61  0.06
10 H 0.94 -1.19 -2.57  0.13
11 H 1.25 -1.88 -0.81  0.10
12 H -1.66 -0.62 0.00  0.20
13 H 0.66 0.80 3.02  0.12
14 H -1.64 3.20 0.42  0.13
15 H -0.42 0.24 -1.79  0.07
16 H -0.05 1.95 1.79  0.13

=====

No. 3
Formula: C3H9N4O
Source: OMol25
Level of theory: ωB97M-V/def2-TZVPD

LUMO level (spin up / spin down), eV: -5.175 / -5.175
HOMO (spin up / spin down), Eh: -0.527 / -0.527
Net charge: +1
Gap between HOMO and LUMO (spin up / spin down), eV: 9.15 / 9.15

Each line ends with the Löwdin charge.
CARTESIAN COORDINATES (ANGSTROEM)
1 C -1.35 0.80 -2.66  -0.23
2 C -0.88 -1.55 1.72  -0.05
3 C 0.17 -0.53 1.19  -0.22
4 N -1.36 1.09 -1.48  0.16
5 N -0.80 0.78 -0.35  -0.06
6 N 0.06 -0.11 -0.21  0.07
7 N 1.86 0.78 -0.87  0.11
8 O -1.59 0.72 -3.75  0.30
9 H -1.87 -1.20 1.56  0.07
10 H -0.66 -2.61 1.25  0.13
11 H -0.61 -1.84 2.67  0.04
12 H 0.10 0.34 1.93  0.14
13 H 1.11 -0.97 1.46  0.10
14 H 1.83 1.71 -1.25  0.07
15 H -0.89 1.54 0.30  0.19
16 H 2.44 0.98 -0.09  0.05
17 H 2.43 0.05 -1.42  0.13

=====

No. 4
Formula: C3H9N4O3
Source: OMol25
Level of theory: ωB97M-V/def2-TZVPD

LUMO level, eV: -4.851
HOMO, Eh: -0.537
Net charge: +1
Gap between HOMO and LUMO, eV: 9.77

Each line ends with the Löwdin charge.
CARTESIAN COORDINATES (ANGSTROEM)
1 C -0.93 0.26 1.33  -0.46
2 C 1.78 -0.81 -1.07  0.04
3 C 0.67 -0.19 -0.40  -0.20
4 N -0.83 0.23 2.65  0.20
5 N -1.63 0.80 0.43  0.17
6 N 0.70 1.28 -0.79  -0.34
7 N 0.12 -0.59 0.71  0.21
8 O 0.39 1.67 -1.90  0.16
9 O 1.21 1.92 0.12  0.14
10 O -0.90 -0.76 -1.81  0.03
11 H 2.67 -0.52 -0.62  0.11
12 H 1.64 -1.95 -1.11  0.16
13 H 1.91 -0.51 -2.02  0.07
14 H -1.52 0.63 3.32  0.16
15 H -0.19 -0.32 3.22  0.14
16 H -2.38 1.46 0.70  0.11
17 H -1.51 -0.60 -1.09  0.04
18 H 0.17 -1.58 0.86  0.18
19 H -1.39 -0.41 -2.53  0.08

=====

No. 5
Formula: C3H9N4S
Source: OMol25
Level of theory: ωB97M-V/def2-TZVPD

LUMO level (spin up / spin down), eV: -5.238 / -5.238
HOMO (spin up / spin down), Eh: -0.462 / -0.462
Net charge: +1
Gap between HOMO and LUMO (spin up / spin down), eV: 7.33 / 7.33

Each line ends with the Löwdin charge.
CARTESIAN COORDINATES (ANGSTROEM)
1 C -1.28 -0.91 0.36  -0.31
2 C 1.26 -0.29 -0.20  -0.62
3 C -1.72 1.46 0.51  -0.13
4 N -0.44 -1.89 0.53  0.08
5 N -1.04 0.33 -0.01  -0.06
6 N 1.26 -0.30 -1.63  0.14
7 N 1.07 -1.52 0.43  0.06
8 S 2.09 1.04 0.60  0.93
9 H -2.33 -1.17 0.79  0.18
10 H -2.62 1.29 1.06  0.07
11 H -1.01 1.85 1.26  0.08
12 H -2.00 2.29 -0.18  0.09
13 H 1.53 0.54 -1.94  0.03
14 H 0.63 -0.87 -2.24  0.16
15 H 1.28 -2.26 -0.24  0.19
16 H 1.56 -1.50 1.29  0.15
17 H 1.75 1.91 -0.40  -0.05

=====

No. 6
Formula: C3H9N5
Source: OMol25
Level of theory: ωB97M-V/def2-TZVPD

LUMO level (spin up / spin down), eV: -0.248 / -0.303
HOMO (spin up / spin down), Eh: -0.284 / -0.284
Gap between HOMO and LUMO (spin up / spin down), eV: 7.48 / 7.43

Each line ends with the Löwdin charge.
CARTESIAN COORDINATES (ANGSTROEM)
1 C -1.31 0.79 0.50  -0.38
2 C -1.30 0.55 -0.89  0.07
3 N 0.83 -0.19 -0.48  -0.32
4 N 0.69 -1.58 -0.23  0.06
5 N 2.01 0.07 -1.22  0.06
6 N -2.02 -0.12 1.35  0.03
7 C 0.58 0.57 0.78  -0.39
8 N 1.24 0.92 1.70  0.14
9 H -1.46 1.82 0.80  0.12
10 H 1.40 -1.86 0.45  0.08
11 H 0.90 -2.05 -1.10  0.08
12 H 2.80 0.21 -0.58  0.08
13 H 1.86 0.96 -1.69  0.08
14 H -1.74 -1.08 1.15  0.07
15 H -1.78 0.06 2.32  0.08
16 H -1.60 -0.40 -1.30  0.08
17 H -1.10 1.36 -1.58  0.07

=====

Sequential energy relative to the best compared isomer or geometry (same formula, charge and spin) output: 121.0; 109.7; 112.8; 52.1; 117.1; 141.5 kcal per mole